One molecule with the formula C5H6O at a distorted geometry, computed with wB97M-V/def2-TZVPD.

Last column: natural (NBO) charge in e.
Element x y z (Å)
C  -1.96  0.46  -2.01  -0.31
C  -1.10  -0.10  -1.34  -0.02
C  0.12  -0.25  -0.62  -0.52
C  0.09  0.01  0.92  -0.51
C  1.47  -0.01  1.55  0.44
O  2.48  -0.28  0.96  -0.52
H  -2.91  0.19  -2.39  0.23
H  0.31  0.48  -1.51  0.33
H  0.88  -0.97  -0.88  0.26
H  -0.39  0.96  1.18  0.24
H  -0.50  -0.75  1.49  0.24
H  1.50  0.25  2.64  0.11

gap between HOMO and LUMO = 10.1 eV
energy relative to the best compared isomer or geometry (same formula, charge and spin) = 85.96 kcal per mole